{
  "formula": "C20H18CaCl2N3O4S",
  "method": "ωB97M-V with the def2-TZVPD basis set",
  "relative_energy_kj_mol": 0.0,
  "charge": -1,
  "lumo_ev": 2.715,
  "elements": ["Ca", "O", "C", "O", "C", "C", "C", "C", "C", "N", "C", "O", "O", "H", "H", "H", "C", "C", "C", "C", "C", "C", "C", "H", "H", "H", "H", "H", "H", "H", "H", "Cl", "C", "C", "C", "C", "C", "Cl", "C", "S", "H", "H", "H", "N", "N", "H", "H", "H", "H"],
  "xyz": [[-0.30083, -1.07594, -0.25654], [3.98722, -0.06782, 0.35016], [2.76222, -0.10343, 0.26498], [2.01500, -1.13229, 0.14874], [1.99772, 1.22079, 0.26050], [2.60224, 2.46413, 0.34012], [1.78953, 3.59056, 0.29309], [0.41480, 3.44729, 0.17163], [-0.10820, 2.16339, 0.10474], [0.68083, 1.09841, 0.14890], [-1.60348, 1.86086, -0.06827], [-2.35801, 2.82215, -0.20332], [-1.88061, 0.62155, -0.07583], [3.67796, 2.51912, 0.43131], [2.23036, 4.57917, 0.34902], [-0.26522, 4.28604, 0.12141], [3.17690, 0.33020, -3.17629], [1.67444, 0.40819, -3.18169], [0.91003, -0.75978, -3.18073], [-0.47955, -0.69856, -3.16496], [-1.12952, 0.53259, -3.13093], [-0.37679, 1.69600, -3.13940], [1.01121, 1.62951, -3.16910], [3.54077, -0.22927, -4.04064], [3.54143, -0.17633, -2.28092], [3.62193, 1.32498, -3.20149], [1.41169, -1.72136, -3.16990], [-1.06298, -1.61417, -3.15880], [-2.20768, 0.57815, -3.05941], [-0.87351, 2.65641, -3.08297], [1.59122, 2.54591, -3.14999], [-0.77602, -1.96606, 2.49228], [-2.52811, -1.86128, 2.37870], [-3.16979, -1.28073, 3.45612], [-4.54765, -1.16040, 3.43950], [-5.25064, -1.62664, 2.34013], [-4.57788, -2.20039, 1.27695], [-5.54667, -2.75248, -0.05720], [-3.17650, -2.34572, 1.22946], [-2.35646, -3.06376, -0.12301], [-2.58590, -0.91908, 4.29106], [-5.06630, -0.69990, 4.26938], [-6.32744, -1.54162, 2.29227], [2.00420, -3.49084, -1.46124], [0.61998, -3.37412, -1.11002], [2.37022, -4.38892, -1.16478], [2.47551, -2.76034, -0.92843], [0.37829, -3.86506, -0.25171], [0.05676, -3.79251, -1.84110]],
  "mulliken_charge": [1.14, -0.76, -0.14, -0.70, 0.51, -0.59, -0.34, -0.64, 0.45, 0.10, -0.03, -0.78, -0.56, 0.53, 0.40, 0.54, -1.56, 0.57, 0.25, -1.32, 0.15, -0.47, -0.30, 0.43, 0.25, 0.32, 0.40, 0.37, 0.38, 0.38, 0.30, -0.19, 0.90, -0.84, -0.32, -0.77, 0.39, -0.24, -0.09, -0.39, 0.39, 0.35, 0.38, -0.69, -0.20, 0.27, 0.20, 0.32, 0.23]
}

{
  "formula": "C20H18Cl22NO2PS",
  "method": "ωB97M-V with the def2-TZVPD basis set",
  "smiles": "Cc1c(O)ccc2c1Nc1ccc(P(O)Cl)cc1S2.ClC(Cl)Cl.ClC(Cl)Cl.ClC(Cl)Cl.ClC(Cl)Cl.ClC(Cl)Cl.ClC(Cl)Cl.ClC(Cl)Cl",
  "lumo_ev": -0.704,
  "elements": ["C", "C", "C", "O", "C", "C", "C", "C", "N", "C", "C", "C", "C", "P", "O", "Cl", "C", "C", "S", "H", "H", "H", "H", "H", "H", "H", "H", "H", "H", "H", "Cl", "C", "Cl", "Cl", "H", "Cl", "C", "Cl", "Cl", "H", "Cl", "C", "Cl", "Cl", "H", "Cl", "C", "Cl", "Cl", "H", "Cl", "C", "Cl", "Cl", "H", "Cl", "C", "Cl", "Cl", "H", "Cl", "C", "Cl", "Cl", "H"],
  "xyz": [[0.45049, -1.12002, -0.20246], [1.07494, -0.03046, 0.84914], [2.50736, -0.47670, 1.58894], [3.18455, -1.77653, 1.33557], [3.27240, 0.51703, 2.69360], [2.60506, 1.98587, 3.12340], [1.19408, 2.37624, 2.38906], [0.41183, 1.41613, 1.26382], [-0.93602, 1.86288, 0.65889], [-1.92524, 2.17726, 1.80262], [-3.38138, 1.41935, 1.82847], [-4.36117, 1.74744, 3.11010], [-3.95159, 2.79636, 4.34744], [-5.23581, 2.94845, 5.74833], [-4.74809, 1.72899, 6.93159], [-7.17891, 2.25765, 5.11984], [-2.48870, 3.60358, 4.29971], [-1.52296, 3.25099, 3.02286], [0.23066, 3.98334, 2.78540], [-0.53773, -0.79766, -0.73585], [0.18192, -2.08979, 0.43576], [1.23911, -1.44425, -1.03180], [3.12141, -2.03945, 0.37110], [4.28350, 0.20202, 3.21695], [3.09880, 2.69728, 3.93383], [-1.33624, 1.09343, 0.07699], [-3.63506, 0.68505, 0.94068], [-5.39812, 1.18464, 3.14556], [-4.30685, 1.00964, 6.35414], [-2.17672, 4.35020, 5.14427], [1.39167, -4.14250, -1.55268], [0.46282, -5.42229, -0.75337], [0.64213, -5.31476, 1.00610], [-1.24628, -5.32936, -1.21147], [0.85510, -6.38840, -1.08106], [2.20997, 4.37480, -0.55398], [1.26397, 5.86041, -0.36019], [2.32953, 7.27543, -0.31859], [0.07462, 6.01524, -1.66442], [0.72735, 5.80538, 0.59042], [-1.03005, 3.02166, -5.13821], [-2.37356, 3.90174, -4.38990], [-2.71596, 3.25827, -2.77493], [-2.01220, 5.63432, -4.30562], [-3.26280, 3.76526, -5.01061], [5.44650, -0.74220, -1.06985], [5.23221, -1.78513, -2.48615], [6.47600, -3.04648, -2.52374], [3.61394, -2.50675, -2.48828], [5.33679, -1.17153, -3.38459], [1.31464, -5.03130, -4.70444], [1.85328, -6.71538, -4.58918], [3.52734, -6.87267, -5.14796], [1.69405, -7.30712, -2.92665], [1.21613, -7.32561, -5.23438], [-10.85334, 3.30067, 2.94331], [-10.01114, 1.75818, 2.71761], [-11.17363, 0.42629, 2.59878], [-8.98200, 1.81629, 1.27643], [-9.37445, 1.58285, 3.58854], [9.69696, -3.66590, -5.95396], [8.76810, -4.94568, -5.15465], [8.94741, -4.83816, -3.39518], [7.05900, -4.85275, -5.61276], [9.16038, -5.91180, -5.48235]],
  "mulliken_charge": [-0.65, 0.53, 0.31, -0.48, -0.49, -0.42, 0.37, -0.26, -0.08, 0.22, -0.62, -0.22, 0.25, 0.23, -0.49, -0.20, -0.44, 0.19, -0.22, 0.16, 0.21, -0.01, 0.23, 0.28, 0.29, 0.35, 0.18, 0.16, 0.35, 0.31, -0.01, 0.18, -0.13, -0.13, 0.07, -0.09, 0.28, -0.14, -0.07, 0.02, -0.12, -0.04, -0.07, -0.11, 0.34, -0.11, -0.10, -0.05, -0.07, 0.31, -0.09, 0.01, -0.10, -0.15, 0.34, -0.12, 0.38, -0.13, -0.12, 0.00, -0.12, 0.02, -0.13, -0.09, 0.32]
}